The following is a DFT calculation (ωB97M-V/def2-TZVPD) of a 2-piece molecular cluster, C5H7NO overall.

Last column: Mulliken charge in e.
Element x y z (Å)
C: 1.962 -0.959 -0.588  -1.17
C: -0.006 -0.089 -0.388  -0.15
C: -0.877 0.223 -1.151  -0.44
C: -1.875 0.982 0.832  0.73
N: -2.885 1.405 0.256  -0.61
O: -1.095 0.709 1.669  -0.46
C: 0.977 -0.414 0.573  -0.26
H: 2.943 -0.726 -0.221  0.39
H: 1.816 -2.032 -0.746  0.30
H: 1.907 -0.515 -1.611  0.32
H: -1.349 0.339 -2.082  0.48
H: -3.474 1.780 1.003  0.28
H: 1.331 0.464 1.150  0.31
H: 0.626 -1.167 1.305  0.29

The calculation puts the calculated total energy at -324.58622 hartree. As for the charge: 0. The value obtained for the HOMO-LUMO gap is 10.35 eV. The energy above the lowest of the compared OMol25 structures with the same formula, charge and spin comes out at 363.0 kJ/mol. Its LUMO energy is 0.758 eV.